Record 1
C27H59N4O9V | ωB97M-V with the def2-TZVPD basis set

For the gap between HOMO and LUMO (alpha / beta), the calculation gives 5.63 / 5.65 eV. Its total energy is -79025.86321 eV. The expectation value of S² is 0.771. The maximum force comes out at 3.6 eV/A. For the HOMO energy (alpha / beta), the calculation gives -3.46 / -3.48 eV. As for the spin multiplicity: 2. Its net charge is -1.

XYZ file:
```
100
Properties=species:S:1:pos:R:3:forces:R:3:mulliken_spin:R:1
O 8.1119 -7.4637 -4.8044 -0.3 0.0 0.4 -0.1564
V 6.7107 -7.4923 -5.4751 2.7 -2.2 -1.1 1.1305
C 6.9253 -3.5675 -8.4978 -0.7 -0.3 0.9 -0.0020
C 7.6881 -4.8099 -9.0103 0.7 -0.1 -1.0 0.0066
C 8.7293 -4.3128 -10.0353 0.2 1.2 -0.6 -0.0023
C 10.0364 -3.8044 -9.4582 1.3 0.8 -0.9 0.0006
C 10.6359 -4.6797 -8.3797 -1.0 -0.5 -0.1 -0.0027
C 9.5528 -5.1248 -7.3264 2.0 0.6 -0.4 0.0042
N 8.3726 -5.6353 -8.0121 0.1 -0.4 -0.5 -0.0016
O 7.4276 -6.1471 -7.1399 -1.7 -0.2 1.6 0.0217
C 9.3162 -3.9246 -6.3887 0.4 -0.9 0.5 0.0003
C 10.2808 -6.2860 -6.6117 -1.3 0.7 1.0 -0.0046
C 6.7297 -5.6718 -9.8283 0.1 -0.6 0.3 0.0021
H 7.6050 -2.7762 -8.1935 -0.1 0.1 0.1 -0.0002
H 6.2912 -3.8744 -7.6567 0.6 0.0 0.3 -0.0001
H 6.1480 -3.1366 -9.1383 0.5 -0.2 -0.7 -0.0001
H 8.2565 -3.4421 -10.5106 0.0 0.0 0.0 -0.0002
H 8.9539 -4.9183 -10.9179 -0.3 -0.9 0.6 -0.0008
H 9.9660 -2.7214 -9.2835 -0.3 -0.2 1.1 0.0001
H 10.8180 -3.7200 -10.2321 -0.3 -0.4 -0.4 0.0000
H 11.5601 -4.2773 -7.9547 -0.4 0.5 0.5 0.0000
H 11.0432 -5.5957 -8.8221 -0.5 -0.1 -0.3 0.0004
H 9.1747 -3.0149 -6.9620 0.0 0.2 0.2 -0.0002
H 10.1941 -3.8733 -5.7364 0.1 0.4 -0.2 0.0003
H 8.4948 -4.1065 -5.6964 -0.2 0.0 -0.4 0.0025
H 9.7764 -6.4082 -5.6496 0.0 -0.7 -0.3 0.0028
H 11.3085 -6.0461 -6.3303 0.2 0.2 -0.5 -0.0003
H 10.2113 -7.1579 -7.2559 0.1 -0.2 0.3 -0.0003
H 7.2149 -6.5772 -10.2001 0.3 0.2 0.0 -0.0004
H 6.4239 -5.0616 -10.6797 -0.5 -0.2 0.0 0.0003
H 5.9163 -6.0783 -9.2230 -0.3 0.5 -0.1 -0.0002
C 5.3195 -9.1657 -1.1194 -1.2 0.2 0.6 -0.0013
C 6.5565 -9.4791 -1.9653 1.1 -1.2 0.5 -0.0006
C 7.3828 -10.5978 -1.2700 -0.5 0.5 0.8 0.0014
C 6.8494 -12.0084 -1.3955 0.2 0.4 -1.2 0.0002
C 6.6554 -12.3392 -2.8855 0.6 0.0 0.3 0.0016
C 5.8745 -11.2441 -3.6810 -1.1 -1.6 0.8 -0.0013
N 6.3182 -9.9236 -3.3347 2.1 1.1 0.0 -0.0058
O 5.7474 -8.9132 -4.0828 -0.7 1.6 -1.5 0.0102
C 4.3953 -11.4554 -3.3073 -1.4 0.4 -0.7 -0.0007
C 6.1155 -11.5797 -5.1406 0.8 0.2 -1.5 0.0001
C 7.5164 -8.2699 -1.9132 -0.2 -0.6 -1.8 0.0036
H 4.3816 -9.4658 -1.5890 0.1 0.2 -0.3 0.0005
H 5.2186 -8.1123 -0.8396 0.1 0.1 -0.4 -0.0003
H 5.2868 -9.6646 -0.1423 0.4 -0.3 -0.1 -0.0001
H 7.4154 -10.3361 -0.2048 0.1 0.1 0.0 0.0000
H 8.4159 -10.5210 -1.6125 0.0 -0.3 -0.3 0.0001
H 5.8615 -12.1615 -0.9568 0.2 0.2 0.6 -0.0001
H 7.6014 -12.6454 -0.9260 -0.3 -0.4 0.0 0.0000
H 6.1343 -13.3003 -2.9168 -0.3 0.1 -0.4 -0.0003
H 7.6084 -12.5343 -3.3853 0.2 0.3 0.1 0.0001
H 3.8135 -10.5556 -3.5418 0.3 0.3 0.3 -0.0002
H 4.2276 -11.7234 -2.2635 0.1 0.1 0.0 0.0001
H 3.8475 -12.1808 -3.9230 0.6 -0.4 0.1 0.0000
H 5.9591 -12.6238 -5.4323 -0.2 -0.2 0.7 0.0001
H 7.1670 -11.3859 -5.3818 0.0 0.1 0.2 -0.0005
H 5.5890 -11.0468 -5.9382 -0.4 0.5 0.6 0.0005
H 7.7742 -8.0468 -0.8820 -0.2 0.4 0.0 0.0002
H 7.1090 -7.4868 -2.5527 -0.3 0.4 0.9 -0.0032
H 8.4051 -8.4988 -2.5113 0.2 -0.3 0.4 0.0012
N 7.8813 -9.7990 -7.4173 0.5 -0.7 0.1 -0.0024
O 8.8059 -9.9208 -6.6069 -0.4 0.3 -0.4 0.0015
O 6.8639 -9.0835 -7.1155 -0.5 0.9 0.6 -0.0055
O 7.8716 -10.4037 -8.5009 -0.2 0.5 0.5 0.0014
C 10.7095 -5.6359 -2.6222 -0.8 -0.8 -1.1 0.0003
C 10.7519 -4.2243 -2.0936 -0.8 -0.1 0.5 -0.0001
C 11.7590 -3.3802 -2.8413 -0.6 0.8 1.0 0.0000
O 9.4401 -3.5800 -2.1623 0.4 -0.3 -0.2 0.0001
H 10.2296 -6.3824 -1.9858 0.2 0.2 0.4 0.0001
H 11.6618 -6.0303 -2.9799 0.3 0.2 0.4 0.0000
H 10.0907 -5.6876 -3.5259 0.0 0.3 0.0 -0.0002
H 10.9273 -4.2858 -1.0143 0.7 0.2 -0.1 0.0000
H 12.7444 -3.6239 -2.4463 0.2 -0.2 -0.8 0.0000
H 11.5977 -2.3288 -2.5842 0.0 0.0 0.1 0.0000
H 11.5774 -3.4411 -3.9123 0.5 -0.4 -0.1 0.0000
H 9.0650 -3.6972 -1.2865 -0.2 0.0 -0.1 0.0000
C 4.6306 -4.5514 -0.6835 -0.5 -0.5 0.5 0.0001
O 5.4809 -5.1499 -1.6346 -0.2 0.9 0.1 0.0003
C 6.0064 -4.1664 -2.5123 0.2 0.1 -1.4 -0.0018
C 6.7769 -4.9470 -3.5774 0.7 -0.7 1.7 0.0245
N 5.9283 -5.8546 -4.3531 -1.8 0.7 -0.4 -0.0419
C 5.0318 -5.0421 -5.2335 -0.2 -1.3 -0.6 0.0194
C 4.1633 -5.9488 -6.1417 0.7 1.3 -0.1 0.0063
O 4.7393 -7.2221 -6.2875 -1.0 -0.1 0.0 -0.0064
C 3.9580 -8.0559 -7.1440 0.5 -0.6 -1.0 0.0012
H 5.0979 -3.7701 -0.0727 0.2 0.2 -0.4 0.0000
H 4.3215 -5.3005 0.0507 0.1 -0.2 -0.3 0.0000
H 3.7204 -4.1795 -1.1656 0.1 0.2 0.1 0.0000
H 6.6574 -3.4738 -1.9732 0.2 0.0 0.0 0.0006
H 5.2681 -3.5585 -3.0546 -0.6 0.0 0.7 -0.0003
H 7.4289 -5.5054 -2.8984 0.3 -0.5 -0.8 -0.0040
H 7.4115 -4.3963 -4.2633 -0.2 0.3 0.2 -0.0033
H 5.2556 -6.3419 -3.7527 0.6 -0.2 0.5 0.0118
H 5.6501 -4.4494 -5.9022 0.1 0.2 0.4 -0.0045
H 4.2746 -4.4881 -4.6773 0.5 0.5 0.2 -0.0018
H 4.1653 -5.4048 -7.0938 -0.3 -0.4 -0.2 -0.0003
H 3.1344 -5.9773 -5.7740 0.0 -0.5 0.1 0.0000
H 2.9812 -7.6081 -7.3110 -0.1 -0.1 0.2 0.0000
H 3.8856 -9.0835 -6.7901 0.0 0.3 0.7 0.0002
H 4.4676 -8.1738 -8.1051 0.1 0.4 0.0 -0.0002
```
Positions in Å, forces in eV/Å.

Record 2
C27H60AsBCl22NO6 | ωB97M-V with the def2-TZVPD basis set

For the gap between HOMO and LUMO, the calculation gives 6.24 eV. Its total energy is -379755.93169 eV. The maximum force comes out at 3.6 eV/A. For the HOMO energy, the calculation gives -4.74 eV. Its net charge is -1.

XYZ file:
```
118
Properties=species:S:1:pos:R:3:forces:R:3:mulliken_charge:R:1
C -3.3819 -2.0127 -1.6673 -0.4 -0.4 0.3 -1.4582
C -3.2395 -0.5314 -1.6706 -0.3 0.1 0.2 0.6686
N -2.4455 -0.0566 -2.5324 0.7 0.3 -0.8 -0.9475
C -4.0231 0.3514 -0.7558 -0.4 0.0 0.0 -1.0941
As -3.1264 0.8519 1.0299 2.1 0.2 -1.2 1.8154
C -1.3838 -0.1272 0.6154 -0.1 0.4 1.4 -1.6083
C -0.4295 0.0211 1.8099 0.5 -0.4 -1.1 -0.2432
C 0.9948 -0.2434 1.2995 -0.1 1.0 0.6 -0.4657
C 2.0377 -0.2559 2.4192 -0.2 -0.5 0.3 -0.3215
O 1.5437 0.3853 3.6079 0.3 -0.3 0.2 -0.5403
C -2.4131 2.5388 0.1482 0.3 -0.4 0.0 -1.9871
C -1.4531 3.3559 0.9881 -0.5 1.7 -1.1 0.8812
C -1.7162 4.8751 0.7491 0.4 -0.5 0.9 -1.5654
O -0.0981 3.0871 0.5834 0.1 -0.2 0.3 -0.3990
O -3.6960 -0.6589 1.9631 -0.4 0.1 -0.3 -0.5604
C -4.7365 -1.4764 1.5755 -0.7 -0.3 0.6 -1.6306
C -6.1704 -0.9385 1.7084 -0.7 -1.2 -0.6 1.5236
C -7.0315 -1.8495 0.7857 0.1 1.1 0.1 -2.0383
C -6.7481 -1.0915 3.1220 0.3 0.6 0.4 0.6987
C -7.8985 -0.1063 3.3841 0.4 -0.2 -0.1 -1.7285
C -5.7221 -1.0493 4.2740 -1.9 0.3 -1.3 -1.5058
O -4.7250 1.8527 1.5015 -0.2 -0.4 -0.2 -0.6536
B -4.6074 2.5259 2.6396 0.0 0.6 -0.2 0.8259
O -4.7492 1.9828 3.9287 -0.8 0.4 0.2 -0.4378
O -4.3698 3.9231 2.5797 -0.6 0.0 0.0 -0.7940
H -4.3804 -2.2942 -1.9960 -0.3 0.0 0.1 0.3564
H -2.6899 -2.4725 -2.3544 0.4 0.0 -0.2 0.3724
H -3.2473 -2.4300 -0.6741 0.1 -0.1 0.1 0.3490
H -2.4466 0.9623 -2.4837 0.0 0.0 0.0 0.3092
H -5.0650 0.0592 -0.6446 0.0 -0.4 0.2 0.4456
H -4.0763 1.2955 -1.2817 0.0 0.5 0.1 0.7549
H -2.5252 1.3609 2.3884 -0.4 -0.3 0.1 0.3387
H -1.5545 -1.1950 0.5298 -0.2 -0.2 -0.5 0.4076
H -0.8599 0.2935 -0.2347 -0.3 -0.1 -0.5 0.5421
H -0.4225 1.0293 2.1995 -0.3 0.1 0.4 0.1305
H -0.6732 -0.7097 2.5687 -0.2 0.1 0.5 0.3858
H 1.0165 -1.1373 0.6883 0.2 -0.3 0.1 0.3209
H 1.2357 0.5957 0.6527 0.0 0.1 -0.4 0.3153
H 2.9658 0.2457 2.1446 0.1 0.0 -0.3 0.2342
H 2.2790 -1.2957 2.6591 0.1 -0.1 0.0 0.1209
H 1.9623 -0.0745 4.3468 -0.2 0.3 -0.1 0.3041
H -3.2498 3.1351 -0.1898 -0.3 0.2 0.2 0.5059
H -1.8708 2.2493 -0.7505 0.1 -0.2 -0.1 0.4416
H -1.5791 3.2146 2.0587 0.1 -0.5 0.2 0.1868
H -1.1199 5.2581 -0.0774 -0.4 -0.1 -0.2 0.3425
H -2.7709 5.0637 0.6237 -0.2 0.1 -0.1 0.4334
H -1.4086 5.4050 1.6545 0.1 0.3 0.0 0.3647
H 0.3802 3.9177 0.6903 0.0 -0.3 0.1 0.1306
H -4.6592 -1.9439 0.5918 0.4 0.4 -0.3 -0.2659
H -4.7356 -2.3469 2.2487 0.2 -0.2 0.1 0.4373
H -6.3027 0.0524 1.2913 0.4 0.4 0.4 0.2194
H -7.0237 -1.4212 -0.2140 0.2 -0.4 -0.4 0.3997
H -8.0661 -1.8214 1.1084 -0.3 -0.2 0.1 0.5259
H -6.6564 -2.8669 0.7928 -0.1 -0.3 -0.1 0.3819
H -7.2101 -2.0741 3.1665 0.0 -0.4 -0.1 0.4643
H -7.5367 0.7595 3.9312 0.0 0.4 -0.1 0.4248
H -8.6357 -0.5673 4.0300 -0.4 0.0 0.1 0.3874
H -8.3481 0.2162 2.4507 -0.3 0.1 -0.1 0.3552
H -5.5753 -2.0190 4.7355 -0.6 0.4 -1.7 0.5059
H -4.7620 -0.6279 4.0041 -0.9 0.0 -0.3 -0.4067
H -6.1197 -0.4185 5.0670 -0.1 0.1 0.2 0.5805
H -5.6766 1.7247 4.0351 0.5 -0.5 0.1 0.1856
H -5.0881 4.3351 3.0810 0.6 0.1 0.2 0.2316
C 3.5729 -2.7497 -1.1848 -0.1 0.0 0.0 -0.4278
Cl 3.6948 -1.1322 -0.4782 0.2 0.1 -0.2 -0.0662
Cl 2.6831 -3.8271 -0.1027 0.2 0.0 -0.1 -0.0880
H 3.0370 -2.6958 -2.1263 -0.1 0.1 0.0 0.3220
H 4.5733 -3.1350 -1.3430 0.0 -0.1 0.1 0.2267
C 5.9025 -1.7189 -4.0397 -0.1 0.1 0.0 -0.0725
Cl 5.9324 -3.4778 -3.8608 0.0 0.0 -0.1 -0.1590
Cl 7.0018 -0.9285 -2.9046 0.2 -0.3 0.0 -0.1535
H 6.2007 -1.4642 -5.0492 0.1 -0.1 0.0 0.1823
H 4.8938 -1.3687 -3.8477 0.0 0.0 0.1 0.2001
C 1.4474 4.9629 -2.3447 0.0 -0.2 -0.1 0.1116
Cl 1.2126 5.7473 -0.7765 0.5 0.3 -0.1 -0.1891
Cl 0.4427 5.7023 -3.5980 0.0 0.0 0.0 -0.1786
H 2.4881 5.0659 -2.6240 -0.1 0.1 0.0 -0.0594
H 1.1813 3.9149 -2.2516 -0.1 0.0 0.1 0.2943
C 6.6404 1.3660 -6.6897 0.1 0.1 0.1 -0.3258
Cl 4.9614 0.9179 -6.3770 0.0 0.0 0.0 -0.1419
Cl 7.3941 0.2941 -7.8796 0.0 0.0 0.0 -0.1130
H 6.6645 2.3807 -7.0683 0.0 0.0 -0.1 0.3681
H 7.1956 1.2984 -5.7603 0.0 -0.1 0.0 0.2267
C 9.9287 -0.9639 -10.3965 0.0 0.0 0.1 -0.1434
Cl 8.4210 -1.8834 -10.4418 0.0 0.0 0.0 -0.1474
Cl 10.2377 -0.1266 -11.9228 0.0 0.0 0.0 -0.1582
H 9.8607 -0.2270 -9.6045 -0.1 0.0 0.0 0.1687
H 10.7463 -1.6484 -10.2052 0.0 0.0 -0.1 0.2764
C 5.7215 2.7596 -1.4465 0.1 0.0 0.1 -0.5016
Cl 4.2632 3.6550 -1.0207 0.0 0.0 0.1 -0.0532
Cl 5.5809 1.9630 -3.0176 -0.2 0.3 -0.1 -0.0713
H 6.5548 3.4511 -1.4867 0.0 0.0 -0.1 0.3576
H 5.8949 2.0036 -0.6886 -0.1 -0.1 0.0 0.2869
C 3.9135 -6.9156 -4.6788 0.1 0.0 0.0 -0.3326
Cl 3.5535 -6.1148 -3.1470 0.0 -0.1 0.1 -0.0695
Cl 3.0375 -6.1838 -6.0286 0.0 0.0 0.0 -0.1540
H 4.9767 -6.8333 -4.8718 0.0 0.1 0.0 0.2453
H 3.6243 -7.9568 -4.6014 -0.1 0.0 0.0 0.3226
C 2.7888 -5.5054 3.7443 0.0 0.1 0.1 0.0182
Cl 1.6935 -5.5834 2.3695 -0.1 -0.2 0.1 -0.1256
Cl 4.3629 -6.2498 3.4172 0.0 0.0 0.0 -0.1892
H 2.9406 -4.4640 3.9889 0.1 0.0 0.0 -0.0125
H 2.3282 -6.0225 4.5783 0.0 -0.1 0.0 0.2972
C 0.8778 -3.5076 6.9932 0.0 0.0 0.1 -0.4609
Cl -0.6269 -4.4349 6.9550 0.1 -0.1 0.1 -0.1670
Cl 1.2964 -2.8949 5.3924 0.0 0.2 0.0 -0.0273
H 0.7538 -2.6635 7.6613 -0.1 0.0 0.0 0.3211
H 1.6726 -4.1531 7.3484 0.0 0.0 -0.1 0.3469
C -2.9834 -1.6302 6.0087 0.5 0.3 -0.2 -0.0760
Cl -4.6633 -2.0386 6.4035 1.6 -0.8 3.2 -0.2411
Cl -2.8511 -0.8473 4.4352 1.8 -0.4 0.8 0.0516
H -2.6047 -0.9566 6.7694 -0.1 0.0 0.1 0.3753
H -2.4013 -2.5438 5.9949 -0.1 0.0 0.0 -0.0491
C 3.8747 8.1607 -3.0034 -0.1 0.0 0.1 -0.0767
Cl 5.3211 8.9980 -2.4241 0.0 0.0 0.0 -0.1721
Cl 4.2776 6.6650 -3.8548 0.0 0.0 -0.1 -0.1447
H 3.2486 7.9154 -2.1525 0.1 -0.1 0.0 0.0853
H 3.3437 8.8137 -3.6850 0.1 0.0 -0.1 0.3099
```
Positions in Å, forces in eV/Å.